Version 1
Below is a 3-piece molecular cluster, C3H13NO3 overall, with properties calculated with wB97M-V/def2-TZVPD.

Geometry (Å):
C 1.57 -0.81 -1.24
N 0.30 -0.66 -0.51
C 0.10 -1.50 0.64
C -1.14 -1.06 1.39
O -1.04 0.18 2.10
H 1.92 0.18 -1.55
H 2.29 -1.23 -0.55
H 1.49 -1.41 -2.15
H -0.45 -0.73 -1.17
H 0.96 -1.53 1.31
H -0.10 -2.57 0.42
H -1.40 -1.82 2.11
H -1.99 -1.03 0.68
H -0.21 0.59 1.81
O 1.13 2.95 0.08
H 0.30 2.77 -0.39
H 1.52 2.12 0.37
O -1.45 1.99 -0.96
H -2.06 1.39 -0.53
H -1.73 2.19 -1.85

For the lowest unoccupied orbital energy, the calculation gives 0.019 hartree. Its spin multiplicity is 1. As for the SMILES: CNCCO.O.O. As for the frontier orbital gap: 9.53 eV.

Version 2
Below is a 4-piece molecular cluster, C3H13NO3 overall, with properties calculated with wB97M-V/def2-TZVPD.

Geometry (Å):
C 0.69 1.61 1.99
N -0.06 0.67 1.58
C 0.72 -0.55 1.11
C -0.13 -1.81 1.24
H 1.76 1.67 1.79
H 0.15 2.41 2.49
H 1.07 -0.32 0.10
H 1.57 -0.58 1.77
H -0.88 -1.81 0.46
H 0.58 -2.63 1.15
H -0.62 -1.85 2.21
O 2.00 0.49 -2.22
H 1.09 0.22 -2.39
H 2.13 1.17 -2.89
O -2.08 0.14 -0.38
H -1.41 0.50 0.24
H -2.92 0.45 -0.01
O -0.82 0.15 -2.85
H -1.30 0.27 -2.00
H -1.53 -0.18 -3.40

For the lowest unoccupied orbital energy, the calculation gives 0.029 hartree. Its spin multiplicity is 1. As for the SMILES: C=NCC.O.O.O. As for the frontier orbital gap: 10.93 eV.

Relative stability in hartree, measured from the most stable structure: version 1 0.0061; version 2 0.0000

Version 1
Below is a 2-piece molecular cluster, C2H6FP overall, with properties calculated with wB97M-V/def2-TZVPD.

Geometry (Å):
C 0.63 0.50 1.99
C -0.79 -0.72 -1.34
F 0.66 1.43 -1.19
P 0.90 -0.20 -0.98
H 1.29 1.26 1.78
H 1.05 -0.54 2.18
H -0.32 0.47 1.72
H -1.38 0.06 -0.74
H -1.09 -1.76 -1.04
H -0.97 -0.52 -2.38

For the lowest unoccupied orbital energy (alpha / beta), the calculation gives -0.014 / 0.004 hartree. Its spin multiplicity is 1. As for the frontier orbital gap (alpha / beta): 8.40 / 8.08 eV.

Version 2
Below is a 2-piece molecular cluster, C2H6FP overall, with properties calculated with wB97M-V/def2-TZVPD.

Geometry (Å):
C -0.04 -2.00 0.43
C 0.05 0.61 0.60
F -1.29 -2.28 0.55
P 0.36 0.98 -1.17
H 0.42 -2.04 1.35
H 0.17 -1.89 -0.62
H -0.90 0.98 1.10
H 0.93 0.72 1.07
H -0.01 2.48 -1.03
H -0.86 0.67 -1.73

For the lowest unoccupied orbital energy (alpha / beta), the calculation gives 0.001 / 0.021 hartree. Its spin multiplicity is 1. As for the frontier orbital gap (alpha / beta): 8.32 / 9.19 eV.

Relative stability in hartree, measured from the most stable structure: version 1 0.0000; version 2 0.0821

Version 1
Below is a 2-piece molecular cluster, CHN3O3 overall, with properties calculated with wB97M-V/def2-TZVPD.

Geometry (Å):
C -0.10 0.24 0.08
H 2.89 -0.05 0.58
N 1.11 0.67 -0.04
N -2.19 0.27 -0.18
N -1.95 -0.90 -0.15
O 1.95 -0.45 -0.33
O -1.12 1.16 -0.09
O -0.58 -0.95 0.12

For the lowest unoccupied orbital energy, the calculation gives -0.003 hartree. Its spin multiplicity is 1. As for the frontier orbital gap: 9.57 eV.

Version 2
Below is the molecule CHN3O3, with properties calculated with wB97M-V/def2-TZVPD.

Geometry (Å):
N 0.79 1.21 2.21
C 0.37 0.85 1.21
N -0.20 0.58 -0.35
O 0.67 0.60 -1.28
N -0.76 -0.73 -0.07
O -1.51 -0.79 0.85
O -0.49 -1.52 -0.90
H 1.13 -0.20 -1.66

For the lowest unoccupied orbital energy, the calculation gives -0.024 hartree. Its spin multiplicity is 1. As for the SMILES: N#CN(O)[N+](=O)[O-]. As for the frontier orbital gap: 10.87 eV.

Relative stability in hartree, measured from the most stable structure: version 1 0.0000; version 2 0.0069

Version 1
Below is a 2-piece molecular cluster, CHN3O3 overall, with properties calculated with wB97M-V/def2-TZVPD.

Geometry (Å):
C 1.32 0.38 -0.36
N -0.08 -1.07 -0.30
N 2.46 0.48 -0.09
N -1.19 -0.68 0.00
O 3.54 0.90 0.11
O -1.48 0.75 0.20
O -2.16 -1.36 0.01
H -2.41 0.59 0.44

For the lowest unoccupied orbital energy (alpha / beta), the calculation gives -0.097 / -0.097 hartree. Its spin multiplicity is 1. As for the frontier orbital gap (alpha / beta): 7.74 / 7.69 eV.

Version 2
Below is a 2-piece molecular cluster, CHN3O3 overall, with properties calculated with wB97M-V/def2-TZVPD.

Geometry (Å):
C 1.40 1.19 -0.49
N 1.78 1.12 -1.60
N -0.83 -0.01 0.89
N -0.90 -0.81 -0.15
O -1.79 -1.58 0.12
O -0.21 -0.72 -1.13
O 1.03 1.33 0.67
H -0.48 -0.52 1.69

For the lowest unoccupied orbital energy, the calculation gives -0.163 hartree. Its spin multiplicity is 1. As for the frontier orbital gap: 6.20 eV.

Relative stability in hartree, measured from the most stable structure: version 1 0.0463; version 2 0.0000